2 unconnected molecules or ions with the total composition C10H17FNO. Source: OMol25; level of theory: the ωB97M-V functional and the def2-TZVPD basis.

Last column: Löwdin charge in e.
Atoms and positions in Å:
C 3.675 -0.321 -0.803  -0.064
C 2.972 0.876 -1.063  -0.077
C 3.730 -0.436 0.557  -0.123
C 2.656 1.394 0.163  -0.161
C 0.007 -1.319 1.130  -0.018
C -2.474 -1.061 0.840  -0.029
C -0.989 -1.373 -1.167  -0.032
C -1.869 1.448 -0.729  0.049
C -0.906 0.791 0.155  -0.269
C -1.103 -0.774 0.234  -0.535
N -2.703 2.334 -0.298  0.269
O 3.111 0.599 1.142  0.003
F -0.992 1.352 1.404  0.035
H 4.087 -0.996 -1.524  0.106
H 2.756 1.305 -2.021  0.103
H 4.171 -1.172 1.200  0.128
H 0.055 -0.777 2.075  0.099
H 0.974 -1.247 0.634  0.080
H -0.190 -2.367 1.351  0.102
H -3.276 -0.707 0.192  0.085
H -2.594 -2.135 0.969  0.102
H -2.576 -0.590 1.818  0.096
H -0.114 -0.999 -1.694  0.094
H -1.878 -1.180 -1.765  0.084
H -0.884 -2.452 -1.080  0.104
H -1.885 1.147 -1.770  0.165
H 0.127 0.965 -0.203  0.155
H 2.171 2.304 0.462  0.122
H -2.671 2.607 0.684  0.162
H -3.390 2.783 -0.893  0.165

The calculation puts the LUMO energy at -4.91 eV. The charge is +1. As for the orbital gap: 0.2459 Ha. Its spin multiplicity is 1. The energy above the lowest of the compared OMol25 structures with the same formula, charge and spin comes out at 0.00 kJ/mol.

A molecular structure, C10H17IN2O. Source: OMol25; level of theory: the ωB97M-V functional and the def2-TZVPD basis.

Last column: Löwdin charge in e.
Atoms and positions in Å:
C 8.077 3.154 10.147  -0.267
C -8.324 -1.741 -6.566  -0.191
C -8.542 -2.398 -7.769  -0.192
C -7.343 -0.838 -6.391  -0.008
C 9.717 3.706 8.528  -0.138
C -9.162 -1.974 -5.324  0.007
C -9.629 -3.377 -7.868  0.005
C -7.719 -2.140 -8.957  0.007
C 11.284 2.275 7.299  -0.057
C 10.892 3.705 7.700  -0.182
N 8.412 5.041 7.857  -0.491
N 9.210 3.133 9.457  0.048
O -6.552 -0.066 -6.144  0.365
I 6.850 4.896 9.008  1.379
H 7.451 2.272 10.023  0.091
H 8.170 3.473 11.183  0.092
H -10.209 -1.775 -5.543  0.103
H -9.060 -3.009 -5.004  0.106
H -8.856 -1.326 -4.508  0.101
H -9.737 -3.762 -8.878  0.106
H -10.577 -2.948 -7.539  0.117
H -9.442 -4.213 -7.189  0.126
H -8.341 -1.663 -9.721  0.130
H -7.397 -3.086 -9.403  0.122
H -6.853 -1.508 -8.769  0.096
H 12.212 2.314 6.738  0.088
H 11.434 1.649 8.173  0.085
H 10.518 1.829 6.671  0.088
H 11.710 4.164 8.266  0.146
H 10.714 4.312 6.810  0.128
H 8.915 5.913 8.011  -0.009

The calculation puts the LUMO energy at -6.16 eV. The charge is +2. As for the orbital gap: 0.3090 Ha. Its spin multiplicity is 1.

A molecular structure, C10H17N2. Source: OMol25; level of theory: the ωB97M-V functional and the def2-TZVPD basis.

Last column: Löwdin charge in e.
Atoms and positions in Å:
C -0.978 1.363 -1.523  -0.063
C -1.443 0.880 -0.393  -0.022
C -2.160 1.440 0.712  -0.316
C -0.048 0.434 -2.243  -0.078
C -1.766 0.695 2.107  -0.073
C -1.236 -0.734 2.057  -0.101
C -0.341 -0.799 -0.171  -0.074
C 0.762 -0.339 -1.035  -0.499
C 1.614 0.816 -0.466  -0.036
C 1.733 -1.435 -1.524  -0.033
N -3.017 2.359 0.419  0.177
N 0.024 -0.820 1.235  0.077
H -1.349 2.315 -1.910  0.143
H -0.514 -0.330 -2.951  0.156
H 0.672 1.166 -2.664  0.125
H -0.906 1.298 2.269  0.111
H -2.580 0.760 2.750  0.101
H -1.042 -0.903 3.167  0.161
H -2.067 -1.367 1.642  0.159
H -1.072 -1.565 -0.336  0.146
H 2.103 0.465 0.476  0.100
H 0.970 1.672 -0.226  0.098
H 2.367 1.078 -1.182  0.095
H 2.324 -1.869 -0.728  0.070
H 2.632 -1.026 -2.092  0.119
H 1.237 -2.303 -1.957  0.089
H -3.548 2.542 1.283  0.073
H 0.668 -0.096 1.300  0.106
H 0.486 -1.683 1.501  0.191

The calculation puts the LUMO energy at -3.18 eV. The charge is +1. As for the orbital gap: 0.3625 Ha. Its spin multiplicity is 1. The energy above the lowest of the compared OMol25 structures with the same formula, charge and spin comes out at 266.08 kJ/mol.

2 unconnected molecules or ions with the total composition C10H17N2Si. Source: OMol25; level of theory: the ωB97M-V functional and the def2-TZVPD basis.

Last column: Löwdin charge in e.
Atoms and positions in Å:
C 3.744 -1.244 0.365  -0.102
C 3.818 0.091 0.615  -0.041
C 2.721 -1.863 -0.269  -0.054
C 2.626 0.885 0.403  -0.057
C 1.511 -1.141 -0.362  -0.102
C 1.485 0.249 -0.132  -0.288
C -1.609 -0.389 -0.554  -0.341
C -3.002 -1.683 0.900  -0.008
C -2.806 -1.949 -1.638  -0.052
C -0.030 4.329 1.434  -0.057
N -2.517 -1.306 -0.433  -0.176
N -1.266 0.049 -1.795  0.010
Si -0.232 0.967 -0.445  0.970
H 4.611 -1.868 0.510  0.118
H 4.625 0.639 1.152  0.130
H 2.691 -2.943 -0.421  0.122
H 2.851 1.902 0.587  0.090
H 0.654 -1.705 -0.686  0.084
H 0.712 4.166 0.593  0.024
H -2.121 -1.681 1.587  0.102
H -3.643 -1.082 1.487  0.074
H -3.403 -2.751 0.933  0.126
H -3.216 -1.188 -2.295  0.110
H -1.976 -2.457 -2.046  0.099
H -3.724 -2.512 -1.555  0.114
H -0.109 5.279 1.760  -0.034
H -0.900 3.613 1.098  0.020
H 0.459 3.843 2.337  0.041
H -1.251 -0.544 -2.654  0.116
H -0.704 2.292 -0.478  -0.035

The calculation puts the LUMO energy at -3.60 eV. The charge is +1. As for the orbital gap: 0.3399 Ha. Its spin multiplicity is 1. The energy above the lowest of the compared OMol25 structures with the same formula, charge and spin comes out at 252.12 kJ/mol.

C10H17N3 in the gas phase. Source: OMol25; level of theory: the ωB97M-V functional and the def2-TZVPD basis.

Last column: Löwdin charge in e.
Atoms and positions in Å:
C -0.973 -2.482 -0.276  -0.314
C 2.729 -0.251 0.474  -0.271
C 1.697 0.109 1.514  -0.172
C 2.228 -1.279 -0.436  -0.195
C -2.462 0.931 -0.356  -0.171
C 0.550 0.741 0.742  -0.135
C 1.025 -0.600 -1.255  -0.101
C -1.244 0.656 -1.157  -0.150
C -2.881 -0.322 0.461  -0.180
C -0.168 -0.098 -0.345  -0.389
N -1.194 -3.518 -0.710  0.158
N -1.859 -1.046 1.217  -0.003
N -0.825 -1.287 0.313  -0.093
H 2.983 0.570 -0.122  0.091
H 3.723 -0.650 0.933  0.147
H 1.370 -0.832 1.895  0.102
H 2.234 0.683 2.267  0.117
H 3.050 -1.809 -1.002  0.121
H 1.796 -2.245 0.053  0.133
H -2.412 1.790 0.309  0.110
H -3.320 1.027 -1.077  0.128
H -0.127 1.257 1.366  0.088
H 0.913 1.594 0.075  0.148
H 1.339 0.244 -1.809  0.094
H 0.581 -1.294 -2.045  0.126
H -1.377 -0.161 -2.010  0.163
H -0.955 1.483 -1.758  0.105
H -3.652 -0.188 1.133  0.081
H -3.226 -1.231 -0.200  0.153
H -1.502 -0.590 2.025  0.108

The calculation puts the LUMO energy at 0.72 eV. The charge is 0. Its SMILES is N#CN1NCCCC12CCCCC2. As for the orbital gap: 0.3605 Ha. Its spin multiplicity is 1. The energy above the lowest of the compared OMol25 structures with the same formula, charge and spin comes out at 155.34 kJ/mol.

C10H17N3O6 in the gas phase. Source: OMol25; level of theory: the ωB97M-V functional and the def2-TZVPD basis.

Last column: Löwdin charge in e.
Atoms and positions in Å:
C 1.815 0.745 0.619  -0.253
C 0.515 0.672 -0.165  -0.400
C 2.425 -0.673 0.958  -0.131
C 3.166 -1.291 -0.209  -0.142
C 3.811 -2.597 0.059  -0.585
C -1.609 1.810 -0.533  -0.241
C -1.998 3.319 -0.461  -0.436
C -2.741 0.911 -0.016  -0.105
C -2.566 -0.569 -0.435  -0.085
C -3.805 -1.380 -0.087  -0.464
H 2.435 1.744 2.259  0.076
H 1.041 0.930 2.540  0.099
H 2.521 1.312 0.062  0.140
H 3.166 -0.604 1.749  0.112
H 1.610 -1.314 1.318  0.131
H 3.920 -0.583 -0.540  0.130
H 2.488 -1.487 -1.090  0.128
H 3.830 -3.319 -1.968  0.137
H 4.584 -4.330 -0.682  0.122
H -0.030 2.210 0.928  0.131
H -1.396 1.585 -1.583  0.165
H -2.816 0.940 1.060  0.136
H -3.650 1.275 -0.476  0.099
H -1.658 -1.014 0.085  0.139
H -2.322 -0.605 -1.484  0.119
H -5.612 -1.565 -0.472  0.122
H -3.487 2.740 -1.549  0.107
N 1.541 1.520 1.867  0.034
N 4.159 -3.427 -0.962  0.135
N -0.401 1.638 0.155  0.095
O 0.266 -0.154 -1.061  0.029
O 4.187 -2.824 1.184  0.052
O -1.454 4.164 0.199  0.136
O -3.858 -2.405 0.601  0.076
O -4.931 -0.926 -0.727  0.083
O -3.144 3.554 -1.144  0.108

The calculation puts the LUMO energy at 0.42 eV. The charge is 0. Its SMILES is NC(=O)CC[C@H](N)C(=O)N[C@@H](CCC(=O)O)C(=O)O. As for the orbital gap: 0.3734 Ha. Its spin multiplicity is 1. The energy above the lowest of the compared OMol25 structures with the same formula, charge and spin comes out at 65.69 kJ/mol.

A molecular structure, C10H17N3ORuS2. Source: OMol25; level of theory: the ωB97M-V functional and the def2-TZVPD basis.

Last column: Löwdin spin population.
Atoms and positions in Å:
Ru 0.286 -0.071 0.338  3.362
C 4.554 0.076 2.427  0.019
C 3.098 0.117 2.083  0.181
S 2.781 0.369 0.412  0.406
C 2.129 0.031 3.061  0.230
C 2.463 -0.036 4.514  0.027
S 0.431 0.055 2.766  0.380
H 5.150 0.087 1.518  0.004
H 4.793 -0.823 2.995  0.005
H 4.823 0.943 3.029  0.006
H 3.529 -0.052 4.704  0.001
H 2.012 -0.918 4.967  0.008
H 2.034 0.831 5.015  0.008
O -2.086 0.179 -0.430  0.051
C -2.602 1.480 -0.202  0.003
C -1.513 2.525 -0.173  0.015
C -1.856 3.866 -0.020  0.001
C -0.855 4.820 -0.007  0.007
C 0.463 4.404 -0.150  0.002
C 0.715 3.053 -0.292  0.021
N -0.248 2.129 -0.299  0.078
H -2.767 -0.462 -0.190  0.001
H -3.132 1.513 0.758  0.001
H -3.303 1.732 -1.010  0.001
H -2.893 4.144 0.092  0.000
H -1.098 5.865 0.111  0.000
H 1.277 5.112 -0.153  0.000
H 1.727 2.687 -0.409  0.009
N 1.090 -2.405 0.067  0.094
N -0.351 -2.446 0.070  0.064
H 1.514 -3.020 -0.633  0.006
H 1.432 -2.679 0.990  0.002
H -0.729 -3.286 0.518  0.004
H -0.676 -2.429 -0.899  0.004

The calculation puts the LUMO energy (alpha / beta) at -2.59 / -4.64 eV. The charge is +1. As for the orbital gap (alpha / beta): 0.2882 / 0.2520 Ha. Its spin multiplicity is 6.

A molecular structure, C10H18AgGeNOSSe. Source: OMol25; level of theory: the ωB97M-V functional and the def2-TZVPD basis.

Last column: Löwdin spin population.
Atoms and positions in Å:
Ag -1.189 -0.962 -3.114  0.034
O 0.405 0.910 -3.728  0.005
N -0.253 1.970 -3.377  0.000
C 0.421 2.949 -2.722  0.000
C -0.181 4.112 -2.324  0.000
C -1.540 4.281 -2.597  0.000
C -2.216 3.276 -3.239  0.000
C -1.594 2.083 -3.650  0.000
S -2.433 0.811 -4.446  0.006
H 1.457 2.697 -2.560  0.000
H 0.405 4.856 -1.805  0.000
H -2.060 5.180 -2.293  0.000
H -3.273 3.357 -3.448  0.000
C 1.892 -2.691 1.819  0.000
Ge 0.892 -1.178 2.544  0.064
C 1.300 -1.110 4.468  0.029
C 1.554 0.471 1.738  -0.003
C -0.981 -1.346 2.192  0.658
Se -0.758 -1.655 -0.707  0.128
C -1.004 -3.583 -0.447  0.004
H 2.958 -2.571 2.022  0.000
H 1.734 -2.732 0.742  0.000
H 1.561 -3.631 2.263  0.000
H 2.377 -1.020 4.625  0.003
H 0.952 -2.018 4.961  0.000
H 0.808 -0.257 4.936  0.001
H 2.629 0.577 1.894  0.000
H 1.053 1.342 2.164  0.000
H 1.351 0.441 0.667  -0.001
H -1.598 -0.456 2.165  0.030
H -1.531 -2.248 2.435  0.038
H -0.302 -3.937 0.307  0.000
H -0.820 -4.121 -1.374  0.002
H -2.017 -3.797 -0.108  0.000

The calculation puts the LUMO energy (alpha / beta) at 3.14 / 2.84 eV. The charge is -1. As for the orbital gap (alpha / beta): 0.2436 / 0.2500 Ha. Its spin multiplicity is 2.

> Among the records above, which one has the highest charge?

C10H17IN2O

> Among the records above, which one has the lowest charge?

C10H18AgGeNOSSe

> The highest charge belongs to which entry?

C10H17IN2O

> What is the formula in the first record?

C10H17FNO